99
Properties=species:S:1:pos:R:3 method="wB97M-V/def2-TZVPD" total_charge=+1 lumo_energy_ha="-0.116 / -0.111" e_tot_ha=-2321.184821 spin_multiplicity=1
C 2.21 -1.33 -1.81
C 1.47 0.75 -2.63
C 3.24 -1.33 -2.76
C 2.22 0.59 -3.83
C 3.20 -0.41 -3.83
H 3.97 -2.11 -2.67
H 2.15 1.33 -4.60
H 3.98 -0.45 -4.59
N 1.32 -0.33 -1.77
P 0.46 -2.51 0.03
P 0.19 2.48 -0.74
C 2.12 -2.45 -0.79
H 2.36 -3.42 -1.26
H 2.90 -2.29 -0.02
C 0.86 1.98 -2.32
H 0.44 2.50 -3.19
C -1.53 3.33 -0.71
C 1.69 3.64 -0.65
C -0.51 -3.75 -1.03
C 0.87 -3.20 1.74
C -2.66 2.42 -0.20
H -2.56 2.18 0.86
H -3.62 2.96 -0.31
H -2.73 1.49 -0.76
C -1.51 4.57 0.19
H -1.29 4.31 1.23
H -0.80 5.34 -0.15
H -2.51 5.03 0.18
C -1.93 3.72 -2.13
H -2.86 4.31 -2.10
H -1.18 4.33 -2.65
H -2.16 2.83 -2.72
C 1.76 4.25 0.74
H 1.88 3.45 1.49
H 2.66 4.89 0.74
H 0.88 4.86 0.98
C 2.99 2.82 -0.89
H 3.00 1.94 -0.23
H 3.09 2.50 -1.94
H 3.85 3.48 -0.70
C 1.50 4.68 -1.78
H 1.44 4.18 -2.76
H 0.60 5.30 -1.65
H 2.39 5.32 -1.81
C -0.44 -3.62 2.43
H -0.19 -3.98 3.44
H -1.13 -2.77 2.53
H -0.95 -4.44 1.91
C 1.50 -2.06 2.56
H 2.42 -1.68 2.10
H 0.81 -1.22 2.70
H 1.77 -2.46 3.55
C 1.86 -4.37 1.71
H 2.83 -4.07 1.27
H 2.04 -4.69 2.74
H 1.49 -5.24 1.16
C -0.24 -3.44 -2.51
H 0.80 -3.69 -2.80
H -0.91 -4.05 -3.13
H -0.43 -2.39 -2.74
C -2.00 -3.53 -0.71
H -2.34 -2.53 -0.98
H -2.59 -4.26 -1.29
H -2.23 -3.71 0.35
C -0.15 -5.22 -0.76
H 0.91 -5.43 -0.95
H -0.41 -5.54 0.26
H -0.74 -5.84 -1.45
Be -0.01 -0.40 -0.73
C 0.31 1.09 0.57
O 1.47 0.68 0.88
N -1.50 -0.40 -1.53
C -2.34 -0.52 -2.37
C -2.54 0.06 -3.90
C -1.71 1.17 -4.60
C -2.17 -1.19 -4.67
C -3.97 0.54 -3.85
H -1.82 2.22 -4.29
H -0.63 1.01 -4.73
H -2.08 1.24 -5.63
H -2.47 -2.11 -4.18
H -2.51 -1.23 -5.72
H -1.08 -1.23 -4.73
H -4.47 0.72 -4.81
H -4.59 -0.15 -3.27
H -4.01 1.49 -3.31
N -2.33 0.43 5.47
C -1.88 0.67 4.21
C -2.04 -0.27 3.18
C -1.45 -0.07 1.95
N -0.71 1.07 1.70
C -0.65 2.05 2.66
C -1.21 1.88 3.91
H -2.80 -0.44 5.70
H -2.21 1.11 6.21
H -2.62 -1.18 3.37
H -1.60 -0.73 1.10
H -0.08 2.94 2.39
H -1.10 2.66 4.67


148
Properties=species:S:1:pos:R:3 method="wB97M-V/def2-TZVPD" total_charge=0 lumo_energy_ha=-0.019 e_tot_ha=-195828.056726 spin_multiplicity=1
O 5.96 -1.83 4.89
P 6.09 -0.57 4.07
O 6.92 0.53 4.97
O 6.96 -0.89 2.68
O 4.61 -0.02 3.58
C 4.64 1.39 3.21
C 3.19 1.98 3.09
C 2.11 0.94 2.66
C 1.41 0.50 4.01
S 0.18 -0.83 3.80
O 0.76 -2.09 3.30
O -0.91 -0.41 2.88
Cl -0.53 -1.19 5.73
H 7.50 0.03 5.58
H 6.34 -0.78 1.95
H 5.13 1.96 4.03
H 5.21 1.54 2.27
H 2.93 2.34 4.11
H 3.23 2.88 2.45
H 2.51 0.07 2.12
H 1.39 1.47 1.99
H 0.86 1.40 4.39
H 2.21 0.25 4.74
C 0.60 2.08 -1.18
Br 2.46 2.37 -0.70
Br 0.43 0.90 -2.70
Br -0.45 1.45 0.31
H 0.20 3.03 -1.47
C -4.60 1.08 -0.87
Br -3.76 2.72 -1.47
Br -4.60 -0.26 -2.27
Br -3.81 0.39 0.77
H -5.63 1.31 -0.65
C -1.41 5.44 -4.18
Br -3.20 5.14 -4.87
Br -1.28 4.99 -2.31
Br -0.07 4.52 -5.23
H -1.22 6.51 -4.27
C 3.34 -3.52 0.36
Br 4.55 -5.02 0.23
Br 1.53 -4.09 0.75
Br 3.99 -2.21 1.63
H 3.32 -3.04 -0.61
C 1.62 -4.87 6.51
Br 2.47 -3.23 5.93
Br 1.59 -6.19 5.10
Br 2.41 -5.57 8.13
H 0.59 -4.63 6.74
C -4.98 -1.81 6.01
Br -4.13 -0.73 4.65
Br -5.69 -3.46 5.29
Br -3.79 -2.13 7.51
H -5.82 -1.24 6.39
C -3.55 1.51 -6.57
Br -2.71 2.57 -7.96
Br -4.26 -0.15 -7.26
Br -2.36 1.21 -5.08
H -4.39 2.08 -6.19
C 10.50 -0.72 6.74
Br 11.31 -1.60 8.26
Br 8.97 -1.71 6.07
Br 10.05 1.12 7.13
H 11.24 -0.71 5.95
C -8.27 -1.50 -2.20
Br -8.19 -0.76 -0.42
Br -9.10 -3.25 -2.23
Br -9.11 -0.29 -3.45
H -7.24 -1.63 -2.53
C -6.15 1.89 -10.49
Br -5.86 3.27 -11.82
Br -7.11 2.57 -8.96
Br -7.02 0.33 -11.25
H -5.18 1.57 -10.14
C 2.06 1.61 -7.88
Br 3.80 0.84 -8.24
Br 1.51 1.33 -6.05
Br 1.99 3.49 -8.36
H 1.35 1.10 -8.52
C 7.41 0.57 -9.71
Br 8.22 2.22 -10.31
Br 7.42 -0.78 -11.09
Br 8.22 -0.07 -8.07
H 6.37 0.79 -9.49
C -10.10 -2.72 6.13
Br -9.24 -1.64 4.77
Br -10.81 -4.37 5.40
Br -8.92 -3.04 7.64
H -10.94 -2.15 6.51
C -8.68 -3.39 -6.09
Br -8.22 -1.81 -7.10
Br -10.60 -3.62 -5.92
Br -7.84 -4.98 -6.81
H -8.29 -3.26 -5.08
C -6.17 -0.23 9.92
Br -5.98 0.56 11.68
Br -7.06 -1.94 10.01
Br -7.05 0.97 8.68
H -5.17 -0.40 9.54
C -3.08 -3.86 -4.18
Br -4.67 -2.75 -4.19
Br -2.87 -4.82 -5.84
Br -1.51 -2.83 -3.72
H -3.22 -4.60 -3.40
C 4.07 5.86 -11.42
Br 5.79 5.01 -11.15
Br 4.27 7.68 -12.05
Br 2.92 4.82 -12.57
H 3.59 5.92 -10.45
C 6.23 -7.45 3.30
Br 4.46 -8.07 2.79
Br 7.56 -7.90 1.97
Br 6.23 -5.56 3.72
H 6.50 -7.98 4.21
C 1.24 8.69 -6.63
Br -0.55 8.37 -7.30
Br 1.38 8.27 -4.75
Br 2.58 7.76 -7.68
H 1.43 9.75 -6.74
C -9.60 -2.00 13.80
Br -7.89 -2.88 14.05
Br -9.36 -0.17 13.19
Br -10.76 -3.00 12.63
H -10.08 -1.95 14.77
C 12.13 -1.09 -6.36
Br 12.42 0.29 -7.68
Br 11.14 -0.43 -4.84
Br 11.29 -2.65 -7.14
H 13.10 -1.40 -6.00
C 13.82 3.70 -10.08
Br 12.01 3.11 -10.42
Br 15.01 3.23 -11.53
Br 13.90 5.59 -9.67
H 14.17 3.17 -9.20
C -11.79 -6.18 -3.25
Br -13.52 -6.45 -4.07
Br -11.77 -6.75 -1.40
Br -10.37 -7.01 -4.27
H -11.59 -5.11 -3.25
C -4.05 2.54 14.89
Br -4.38 4.10 15.98
Br -2.15 2.26 14.60
Br -4.90 0.96 15.62
H -4.49 2.72 13.92
C 3.48 3.13 7.44
Br 3.98 4.67 6.38
Br 1.56 2.98 7.61
Br 4.26 1.50 6.75
H 3.88 3.28 8.44


14
Properties=species:S:1:pos:R:3 method="wB97M-V/def2-TZVPD" total_charge=+1 relative_energy_kj_mol=346.6 lumo_energy_ha="-0.262 / -0.175" e_tot_ha=-436.316223 spin_multiplicity=1
C 0.14 -1.89 0.37
C -0.53 0.62 0.02
C -0.34 -0.79 -0.64
N 1.27 -2.19 0.66
N 0.56 1.32 0.31
N -1.75 1.14 0.25
N 1.74 1.00 0.28
F 2.21 0.06 -0.71
H -0.76 -2.32 0.87
H 0.48 -0.64 -1.25
H -1.29 -0.96 -1.00
H -2.58 0.86 -0.10
H -1.66 2.17 0.58
H 2.51 1.62 0.36


53
Properties=species:S:1:pos:R:3 method="wB97M-V/def2-TZVPD" total_charge=0 relative_energy_kj_mol=33.1 lumo_energy_ha=-0.001 e_tot_ha=-2713.300678 spin_multiplicity=1
Mg -0.31 -0.21 0.01
C 2.16 0.42 -1.38
C 2.70 -0.85 -0.71
N 1.76 -1.31 0.32
C 1.79 -2.75 0.57
C 1.28 -3.54 -0.64
S -0.16 -2.78 -1.45
C 0.58 -1.99 -2.93
C 0.47 -0.46 -3.00
N 0.74 0.25 -1.76
H 2.78 0.67 -2.24
H 2.20 1.23 -0.66
H 3.69 -0.63 -0.28
H 2.84 -1.63 -1.45
H 1.96 -0.82 1.18
H 1.13 -2.94 1.42
H 2.79 -3.11 0.82
H 0.96 -4.53 -0.32
H 2.06 -3.68 -1.40
H 0.05 -2.41 -3.78
H 1.61 -2.33 -3.00
H -0.55 -0.21 -3.29
H 1.13 -0.12 -3.80
H 0.34 1.19 -1.85
C -3.15 -2.71 1.22
C -2.23 -1.89 2.06
N -1.33 -1.04 1.62
C -0.73 -0.48 2.73
C -1.29 -1.02 3.86
N -2.23 -1.90 3.40
C -1.04 -0.87 5.31
O -0.12 -0.01 5.66
O -1.69 -1.54 6.09
C 0.34 0.56 2.55
O 0.92 0.98 3.56
O 0.57 0.88 1.35
H -2.80 -2.71 0.19
H -4.16 -2.28 1.24
H -3.21 -3.73 1.58
H -2.81 -2.44 4.03
H 0.30 0.43 4.85
F -6.06 0.11 -3.86
C -5.07 0.54 -3.07
C -4.11 -0.34 -2.60
F -4.16 -1.64 -2.92
C -3.11 0.14 -1.79
F -2.17 -0.75 -1.34
C -2.96 1.47 -1.41
S -1.67 1.99 -0.41
C -3.96 2.33 -1.90
F -3.92 3.62 -1.59
C -4.99 1.88 -2.71
F -5.91 2.72 -3.16


15
Properties=species:S:1:pos:R:3 method="wB97M-V/def2-TZVPD" total_charge=0 relative_energy_kj_mol=391.9 lumo_energy_ha="-0.011 / -0.011" e_tot_ha=-1292.040798 smiles="C/C(=N/C#[PH2])SC#[PH2]" spin_multiplicity=1
C 0.91 2.35 0.42
C 0.26 1.03 0.23
N 0.80 -0.07 -0.10
C 0.99 -1.10 -0.75
P 1.41 -2.70 -0.01
S -1.53 0.99 0.22
C -1.80 -0.58 0.14
P -3.49 -1.30 0.28
H 1.77 2.16 0.99
H 1.21 2.61 -0.54
H 0.29 3.01 0.88
H 0.98 -3.35 -1.06
H 0.10 -2.72 0.56
H -3.39 -1.83 -1.05
H -4.53 -0.39 -0.13


70
Properties=species:S:1:pos:R:3 method="wB97M-V/def2-TZVPD" total_charge=-1 relative_energy_kj_mol=29.3 lumo_energy_ha="-0.001 / -0.041" e_tot_ha=-6062.039964 spin_multiplicity=2
Y 0.17 0.24 0.20
Cl 5.81 4.55 -0.76
C 4.60 3.33 -1.04
C 3.44 3.35 -0.29
C 2.45 2.39 -0.48
N 1.29 2.28 0.30
C 0.81 3.32 1.00
O 1.21 4.48 1.03
C -0.39 2.97 1.87
C -1.12 4.00 2.43
C -2.18 3.70 3.25
C -2.46 2.36 3.52
C -1.68 1.40 2.92
N -0.67 1.68 2.09
C 2.65 1.38 -1.46
C 3.81 1.40 -2.21
C 4.79 2.36 -2.01
Cl 6.24 2.29 -2.96
N 1.71 0.34 -1.49
C 1.59 -0.45 -2.58
O 2.04 -0.28 -3.71
C 0.80 -1.72 -2.31
C 0.55 -2.59 -3.37
C -0.05 -3.80 -3.10
C -0.38 -4.12 -1.79
C -0.14 -3.18 -0.81
N 0.44 -2.00 -1.05
H 3.29 4.12 0.44
H -0.83 5.02 2.19
H -2.79 4.48 3.68
H -3.27 2.07 4.17
H -1.88 0.35 3.09
H 3.97 0.64 -2.96
H 0.86 -2.28 -4.35
H -0.27 -4.49 -3.91
H -0.84 -5.06 -1.53
H -0.43 -3.37 0.22
Cl 4.99 0.02 0.65
C 4.18 -1.48 0.78
C 2.92 -1.53 1.39
C 2.34 -2.78 1.62
Cl 0.86 -2.82 2.50
C 2.95 -3.95 1.19
Cl 2.18 -5.46 1.47
C 4.17 -3.88 0.52
Cl 4.93 -5.32 -0.02
C 4.79 -2.65 0.34
Cl 6.32 -2.56 -0.43
F -5.88 -0.20 1.84
C -5.27 -0.24 0.65
C -5.25 0.92 -0.12
F -5.88 2.00 0.37
C -4.39 1.05 -1.21
C -3.85 -0.14 -1.68
C -3.89 -1.29 -0.94
F -3.16 -2.34 -1.37
C -4.46 -1.33 0.33
C -3.75 -2.16 1.35
C -2.45 -1.71 1.37
N -1.43 -1.15 1.24
C -4.31 -3.02 2.31
N -4.76 -3.73 3.10
F -3.08 -0.14 -2.78
C -3.71 2.31 -1.57
C -2.37 2.15 -1.26
N -1.33 1.77 -0.88
C -4.31 3.56 -1.76
N -4.81 4.59 -1.92
S 2.44 0.65 2.94
C 2.17 -0.31 1.74